1.
{
  "formula": "C27H16IN2NiO2S2Te4",
  "method": "ωB97M-V/def2-TZVPD",
  "symbols": ["Ni", "S", "C", "C", "C", "C", "C", "C", "N", "C", "C", "C", "C", "C", "C", "C", "C", "N", "C", "C", "C", "C", "C", "S", "C", "H", "H", "H", "H", "H", "H", "H", "H", "H", "H", "H", "H", "Te", "Te", "Te", "Te", "I", "C", "C", "C", "C", "C", "C", "C", "O", "O", "H", "H", "H", "H"],
  "xyz": [[1.552, 0.460, -1.695], [-0.354, -4.285, -4.074], [-1.211, -5.719, -4.419], [-1.857, -6.199, -3.321], [-1.651, -5.387, -2.179], [-0.851, -4.304, -2.424], [-0.436, -3.253, -1.486], [0.358, -2.178, -1.927], [0.734, -1.198, -1.135], [0.331, -1.203, 0.151], [-0.431, -2.237, 0.699], [-0.810, -2.142, 2.083], [-0.465, -1.068, 2.826], [0.282, 0.023, 2.261], [0.601, 1.197, 2.955], [1.289, 2.204, 2.310], [1.640, 2.010, 0.957], [1.342, 0.926, 0.281], [0.678, -0.060, 0.926], [1.652, 3.468, 2.961], [2.264, 4.557, 2.406], [2.464, 5.614, 3.333], [2.001, 5.314, 4.575], [1.321, 3.746, 4.633], [-0.809, -3.276, -0.155], [-1.196, -6.130, -5.415], [-2.460, -7.095, -3.327], [-2.087, -5.599, -1.213], [0.694, -2.100, -2.953], [-1.398, -2.942, 2.516], [-0.773, -0.996, 3.862], [0.293, 1.304, 3.989], [2.180, 2.770, 0.408], [2.572, 4.606, 1.371], [2.933, 6.554, 3.080], [2.025, 5.928, 5.461], [-1.414, -4.085, 0.235], [2.374, 2.676, -2.556], [4.661, 2.862, -1.138], [5.508, 0.196, -1.496], [3.504, -0.650, -3.042], [-3.133, 1.773, 2.950], [-2.504, 1.429, 0.979], [-1.692, 2.361, 0.354], [-1.249, 2.111, -0.937], [-1.641, 0.963, -1.617], [-2.495, 0.064, -0.986], [-2.911, 0.277, 0.322], [-1.157, 0.707, -3.038], [-2.013, 0.596, -3.911], [0.105, 0.581, -3.181], [-1.388, 3.263, 0.871], [-0.585, 2.817, -1.422], [-2.831, -0.812, -1.528], [-3.554, -0.439, 0.817]],
  "e_above_lowest_kcal_mol": 0.0,
  "multiplicity": 1,
  "homo_energy_ha": -0.1286,
  "orbital_gap_ev": 4.7,
  "total_charge": -1
}


2.
{
  "formula": "C3H7LuO3",
  "method": "ωB97M-V/def2-TZVPD",
  "symbols": ["O", "Lu", "O", "C", "C", "O", "C", "H", "H", "H", "H", "H", "H", "H"],
  "xyz": [[3.810, -0.337, -1.096], [1.839, -0.968, -0.691], [0.312, -2.130, -0.088], [-0.967, -1.597, -0.229], [-0.983, -0.151, 0.254], [0.149, 0.535, -0.295], [0.396, 1.814, 0.273], [-1.705, -2.150, 0.384], [-1.376, -1.632, -1.259], [-0.873, -0.151, 1.352], [-1.905, 0.385, -0.019], [0.401, 2.585, -0.510], [-0.400, 2.076, 0.985], [1.304, 1.723, 0.939]],
  "e_above_lowest_kcal_mol": 21.1,
  "multiplicity": 2,
  "homo_energy_ha": [-0.5359, -0.5283],
  "orbital_gap_ev": [8.9, 8.3],
  "total_charge": 1
}